# 1
The following is a quantum chemistry calculation of C11H9As2CuF28O5 as an isolated structure in a non-equilibrium geometry, from the OMol25 dataset.

```
56
C11H9As2CuF28O5 (the ωB97M-V functional and the def2-TZVPD basis)
Cu -1.39562 2.32355 -1.16309
As -3.36359 -0.42464 -3.67147
F -2.32724 -0.63256 -5.06018
F -3.96075 1.04249 -4.32594
F -4.38231 -0.25796 -2.29416
F -2.67281 -1.88493 -3.00134
F -2.07324 0.47174 -2.87195
F -4.57584 -1.36596 -4.49097
As -4.37733 4.12084 -1.04127
F -5.76340 4.43761 -2.01444
F -5.00312 2.58946 -0.54008
F -2.92556 3.78199 -0.06855
F -3.68095 5.64197 -1.48009
F -5.10795 4.85155 0.35296
F -3.57264 3.34637 -2.35510
O 0.89978 2.94030 -1.44173
C 0.53845 3.32852 -2.71328
O -0.68240 3.18025 -2.92749
O 1.43134 3.70043 -3.49741
H 1.85884 3.04781 -1.50698
C -0.31692 -3.36885 -1.10608
C -0.22248 -1.88494 -0.86487
C 0.50344 -1.14285 -1.99636
F 0.08301 -1.51140 -3.21052
F 0.40225 0.17822 -1.82449
F -1.43059 -1.34761 -0.65393
F 0.50381 -1.66886 0.28545
O 0.92517 -3.94491 -1.49290
C 1.47469 -4.82973 -0.62895
C 2.86378 -5.14722 -1.16354
F 3.43493 -6.13505 -0.42847
F 2.83054 -5.58159 -2.43987
F 1.61575 -4.29018 0.60429
F 0.69969 -5.93333 -0.52540
H -1.05865 -3.56208 -1.88524
H -0.78014 -3.88229 -0.25959
H 1.56285 -1.41944 -1.89953
H 3.49622 -4.25910 -1.13358
C 2.22260 1.81872 3.34961
C 1.53487 1.73651 2.00890
C 0.05595 1.33567 2.10862
F -0.57168 2.28695 2.84761
F -0.48152 1.23808 0.89091
F 1.61316 2.95219 1.43078
F 2.20587 0.85844 1.22299
O 2.24285 0.53796 3.96584
C 3.01773 0.44061 5.05725
C 2.77191 -0.93918 5.66829
F 3.69010 -1.28268 6.58203
F 1.53612 -0.93339 6.23957
F 4.33282 0.50205 4.69757
F 2.78295 1.42875 5.94191
H 1.71009 2.54555 3.98335
H 3.21611 2.24832 3.19537
H -0.04328 0.40407 2.67135
H 2.71235 -1.68627 4.87421
```

The max |F| comes out at 2.242 eV/A. The charge is -2. As for the HOMO-LUMO gap: 6.238 eV. As for the multiplicity: 1.

---

# 2
The following is a quantum chemistry calculation of an isolated ion of composition C4H8NS and charge +1 in a non-equilibrium geometry, from the OMol25 dataset.

```
14
C4H8NS (the ωB97M-V functional and the def2-TZVPD basis)
C 1.09491 2.53787 -1.18844
C 1.20595 1.29821 -1.66079
C 0.53685 0.16108 -1.07494
C -0.99127 -1.41573 0.46536
N -1.41674 -1.73325 1.97126
S -0.57960 0.23420 0.24864
H 1.71411 3.35167 -1.70586
H 0.32984 2.85105 -0.45187
H 1.97562 0.99993 -2.36862
H 0.92501 -0.82537 -1.27340
H -0.10016 -2.02825 0.14979
H -1.92524 -2.70080 1.79421
H -2.12936 -1.05545 2.32779
H -0.63992 -1.67516 2.76686
```

The max |F| comes out at 3.038 eV/A. The charge is +1. As for the HOMO-LUMO gap (alpha / beta): 6.495 / 7.757 eV. As for the multiplicity: 1.

---

# 3
The following is a quantum chemistry calculation of a 7-piece molecular cluster, C31H42ClF6N2O22P3 overall in a non-equilibrium geometry, from the OMol25 dataset.

```
107
C31H42ClF6N2O22P3 (the ωB97M-V functional and the def2-TZVPD basis)
C 1.89540 0.94642 3.73291
C 0.89738 1.14603 2.88092
C 0.13115 0.02356 2.24347
C -1.33505 0.12428 2.65422
O -1.92849 1.17848 1.93147
C -3.29819 1.39977 2.25720
P -4.31281 0.02881 1.48223
C -5.06924 -1.01560 2.76330
C -5.54104 0.49939 0.22279
C -3.57667 2.90507 2.08926
O -3.62132 3.45822 0.76925
C -2.63732 3.25664 -0.19959
C -2.76952 4.41942 -1.16836
C -2.70842 1.92688 -0.91433
C -3.42453 1.72308 -2.00472
O -1.28956 3.36584 0.41150
C -0.30443 3.06027 -0.34063
N 0.58644 2.79873 -1.01195
P -2.35408 3.73821 3.27104
N -3.05495 4.60647 4.38101
P -5.26001 3.48867 2.90779
O -5.66854 2.10627 3.68887
Cl -6.51927 3.50774 1.27404
H 2.24190 1.73194 4.38851
H 2.35459 -0.03012 3.79239
H 0.55798 2.14003 2.61272
H 0.17063 0.07598 1.15344
H 0.52807 -0.93640 2.56583
H -1.37301 0.34418 3.72965
H -1.83529 -0.83022 2.47298
H -3.37872 1.23514 3.33966
H -5.74828 -0.48968 3.43404
H -5.59246 -1.82748 2.26558
H -4.28087 -1.46087 3.36546
H -6.57002 0.36950 0.55306
H -5.38682 -0.17564 -0.61467
H -5.40704 1.50274 -0.14923
H -2.33250 5.29967 -0.69995
H -2.24188 4.22459 -2.09421
H -3.81636 4.63505 -1.35253
H -2.17552 1.09309 -0.48382
H -3.41379 0.76305 -2.49778
H -4.07630 2.47434 -2.42886
H -1.48644 4.48169 2.46090
H -1.64228 2.67699 3.84575
H -2.81174 4.27805 5.30695
H -5.42667 2.27274 4.61148
C -5.02014 -3.67446 -3.19948
C -5.92129 -2.67430 -2.51247
O -5.52157 -1.45322 -3.11018
C -5.05074 -1.73667 -4.36162
O -4.86865 -0.93043 -5.20727
O -4.82225 -3.06345 -4.48302
F -5.68109 -2.61943 -1.18217
H -4.06726 -3.75430 -2.67784
H -5.45586 -4.66302 -3.30427
H -6.98966 -2.82123 -2.67857
C 4.59470 -1.24182 2.61081
C 5.08340 -2.30398 1.64824
O 4.04314 -3.26704 1.72157
C 2.89605 -2.61556 2.04131
O 1.80692 -3.06814 1.93145
O 3.17267 -1.37120 2.49276
F 6.24814 -2.86648 2.05997
H 4.89687 -1.47067 3.63399
H 4.91206 -0.23765 2.35266
H 5.19352 -1.97378 0.61862
C 2.45730 5.76340 -1.24686
C 3.84904 5.70035 -1.83674
O 4.15154 7.06736 -2.04583
C 3.44481 7.79531 -1.13194
O 3.65044 8.92890 -0.86835
O 2.48548 7.02512 -0.56637
F 3.88270 5.04859 -3.02242
H 1.69779 5.78407 -2.02864
H 2.24021 4.95302 -0.55806
H 4.60147 5.26546 -1.17642
C -0.59547 -3.89119 -0.16043
C -0.10651 -4.92705 -1.14595
O -1.16183 -5.88868 -1.12122
C -2.30157 -5.22926 -0.79401
O -3.40200 -5.65502 -0.92711
O -2.01939 -4.00126 -0.30870
F 1.03879 -5.52508 -0.74495
H -0.31355 -4.13915 0.86219
H -0.25616 -2.88593 -0.39126
H 0.01711 -4.55858 -2.15903
C 4.16400 -6.49536 -3.41011
C 3.82244 -6.14353 -4.84294
O 2.61995 -5.40973 -4.69060
C 2.63978 -4.83601 -3.45722
O 1.91343 -3.96734 -3.10647
O 3.60609 -5.38797 -2.69556
F 3.58763 -7.23890 -5.60139
H 3.66721 -7.41590 -3.10170
H 5.23066 -6.57520 -3.22340
H 4.56082 -5.51768 -5.34628
C 8.09725 1.60164 -0.08120
C 7.50930 0.60926 0.89827
O 6.59823 -0.11258 0.08651
C 7.07916 -0.07672 -1.19959
O 6.70627 -0.78339 -2.06750
O 8.03411 0.87170 -1.31002
F 6.82763 1.21833 1.90172
H 7.47984 2.49776 -0.15222
H 9.12162 1.88093 0.14608
H 8.23138 -0.08390 1.33219
```

The max |F| comes out at 2.401 eV/A. Its SMILES is C=CCCO[C@H](P(C)C)[C@](O[C@](C)(C=C)OC#N)([PH2]=N)P(O)Cl.O=C1OC[C@@H](F)O1.O=C1OC[C@@H](F)O1.O=C1OC[C@@H](F)O1.O=C1OC[C@@H](F)O1.O=C1OC[C@@H](F)O1.O=C1OC[C@@H](F)O1. As for the HOMO-LUMO gap: 7.610 eV. As for the multiplicity: 1.

---

# 4
The following is a quantum chemistry calculation of C40H57ErO3Se as an isolated structure in a non-equilibrium geometry, from the OMol25 dataset.

```
102
C40H57ErO3Se (the ωB97M-V functional and the def2-TZVPD basis)
Er 0.14263 -1.76663 1.78494
C -2.15937 4.96658 -0.41852
C -3.47107 4.21827 0.01219
C -4.64689 4.31252 -1.01824
C -4.01976 4.81565 1.32092
C -3.02491 2.74775 0.25075
C -2.01653 2.55030 1.17976
C -1.57069 1.29903 1.60304
Se 0.05294 1.22542 2.66711
C 1.52961 1.44638 1.45211
C 1.72914 2.77117 0.84193
C 2.89756 3.04168 0.11171
C 3.76323 1.93714 -0.06588
C 3.63763 0.64580 0.41432
C 2.38577 0.34553 1.05004
O 2.01867 -0.90345 1.28531
C 4.80927 -0.35335 0.09094
C 4.71691 -1.77615 0.72000
C 6.09605 0.28242 0.72924
C 5.03554 -0.51436 -1.42019
C 3.28084 4.41476 -0.48183
C 3.16921 4.37987 -2.02608
C 4.78755 4.79782 -0.12884
C 2.28600 5.51949 -0.10544
C -2.15997 0.14518 0.99061
O -1.77557 -1.08472 1.29511
C -3.31723 0.34530 0.10895
C -3.60595 1.62269 -0.33290
C -4.31982 -0.75425 -0.21030
C -5.42626 -0.28207 -1.19113
C -5.08930 -1.08959 1.12418
C -3.64830 -2.01747 -0.68123
H -2.46959 5.92047 -0.84090
H -1.61975 4.45625 -1.24060
H -1.48598 5.08890 0.43011
H -5.06411 5.32035 -1.13843
H -5.42746 3.68890 -0.64561
H -4.42620 3.86383 -2.03262
H -4.33879 5.83085 1.21455
H -3.25295 4.76949 2.06679
H -4.89597 4.32462 1.67202
H -1.58049 3.46186 1.60922
H 0.97039 3.47744 1.07698
H 4.64738 2.13435 -0.62550
H 4.74747 -1.77739 1.82009
H 5.57639 -2.35933 0.41368
H 3.80754 -2.24459 0.38452
H 5.91216 0.29935 1.80990
H 6.37269 1.29491 0.42563
H 6.92051 -0.45567 0.65544
H 4.17484 -1.11487 -1.76784
H 5.98936 -1.14241 -1.69303
H 5.08443 0.44761 -1.96651
H 3.97350 3.77119 -2.46896
H 3.35849 5.39583 -2.46299
H 2.28634 3.95596 -2.41152
H 5.50526 4.13470 -0.53784
H 4.98253 4.85901 0.96290
H 4.98362 5.76776 -0.56333
H 1.34745 5.41679 -0.62402
H 2.72360 6.46104 -0.48868
H 2.09239 5.62343 0.98802
H -4.30388 1.80813 -1.11324
H -5.92100 0.66839 -0.89059
H -6.26038 -1.04603 -1.30638
H -5.02275 -0.22627 -2.22386
H -5.55426 -0.19908 1.56819
H -4.50065 -1.57320 1.90411
H -5.91805 -1.74719 0.92730
H -3.03606 -1.84890 -1.57328
H -4.34555 -2.83385 -0.85570
H -3.03936 -2.41611 0.14048
C -1.71491 -3.41604 3.11865
C -0.62435 -4.33817 2.46653
C 0.84427 -3.93723 2.86746
C -0.89039 -4.71773 1.02014
C -1.91003 -5.54995 0.69251
C -2.18412 -5.90046 -0.63064
C -1.33598 -5.58308 -1.68936
C -0.26763 -4.74857 -1.46417
C 0.70644 -4.38359 -2.59962
C 0.49329 -2.96693 -3.14096
C 2.20830 -4.43227 -2.18583
C -0.24136 -4.13269 -0.11637
O 0.35701 -2.92054 -0.00535
H -1.70257 -3.68413 4.15761
H -2.67224 -3.68041 2.76054
H -1.54297 -2.28989 3.07388
H -0.82326 -5.34076 2.96806
H 1.56374 -3.67671 2.06765
H 1.33991 -4.79728 3.37753
H 0.91213 -3.11137 3.59242
H -2.48323 -6.07993 1.46072
H -3.00965 -6.52648 -0.88911
H -1.62671 -5.95049 -2.65515
H 0.51991 -5.13576 -3.43950
H -0.47562 -2.94166 -3.64086
H 1.29269 -2.75322 -3.86695
H 0.45251 -2.19372 -2.35572
H 2.43409 -3.71306 -1.42525
H 2.79564 -4.19773 -3.08745
H 2.50500 -5.44542 -1.98249
```

The max |F| comes out at 3.108 eV/A. As for the HOMO-LUMO gap (alpha / beta): 7.303 / 7.316 eV. As for the multiplicity: 4.

---

# 5
The following is a quantum chemistry calculation of a 2-piece molecular cluster, C13H30N4O2 overall in a non-equilibrium geometry, from the OMol25 dataset.

```
49
C13H30N4O2 (the ωB97M-V functional and the def2-TZVPD basis)
C 6.44934 -1.60046 0.12703
C 6.31163 -0.11648 -0.58098
C 4.87267 0.13928 -1.33708
C 4.59869 -0.89339 -2.58074
N 3.17642 -1.47860 -2.49843
N 3.17144 -2.27281 -1.35682
C 2.05635 -3.30474 -1.44238
C 0.94133 -2.90309 -0.29926
C -0.61776 -3.17811 -0.75815
C -1.35307 -1.82764 -1.41210
N -1.39012 -0.68330 -0.42360
C -2.77293 -0.09602 -0.24965
C -3.76392 0.45231 -1.43456
O -3.22839 -0.01112 1.03006
H 6.29052 -2.50122 -0.63272
H 5.78027 -1.73420 1.07911
H 7.57869 -1.69047 0.48538
H 6.44410 0.67441 0.27681
H 7.23461 0.01266 -1.30989
H 3.99231 0.11170 -0.54317
H 4.92761 1.23570 -1.79022
H 5.42288 -1.72855 -2.55762
H 4.69592 -0.31685 -3.61915
H 2.55044 -0.63606 -2.39550
H 1.63906 -3.36171 -2.53496
H 2.54701 -4.34058 -1.12856
H 1.16095 -3.60573 0.63975
H 1.02962 -1.80092 0.08527
H -1.19709 -3.56027 0.21304
H -0.59525 -4.08774 -1.49571
H -2.39494 -2.14980 -1.83914
H -0.66633 -1.49415 -2.32375
H -0.65770 0.03806 -0.60273
H -3.80924 -0.22403 -2.39567
H -4.86721 0.43290 -0.97880
H -3.58425 1.59304 -1.72716
C -3.46392 3.97563 1.68953
C -4.84095 4.08015 2.26484
O -5.62160 4.99525 2.09326
N -5.37779 3.03555 3.05401
C -5.50105 3.40235 4.48491
H -3.27925 4.82512 1.02598
H -2.72689 3.98462 2.49619
H -3.37607 3.05188 1.11221
H -4.84655 2.17305 2.92672
H -6.33898 2.95502 2.70625
H -4.50254 3.60666 4.87950
H -5.94447 2.54739 5.00110
H -6.15362 4.27526 4.57751
```

The max |F| comes out at 7.838 eV/A. As for the HOMO-LUMO gap: 1.321 eV. As for the multiplicity: 1.